Record 1
The following is a quantum chemistry calculation of 4 unconnected molecules or ions with the total composition C2H14NO3, from the Open Molecules 2025 dataset.

XYZ file:
```
20
Properties=species:S:1:pos:R:3
C -1.671 -0.478 1.079
N -1.611 -0.561 -0.397
C -0.647 -1.520 -0.991
H -2.412 0.273 1.335
H -0.700 -0.259 1.505
H -1.949 -1.482 1.393
H -2.540 -0.561 -0.807
H -1.095 0.261 -0.847
H -0.824 -2.509 -0.549
H -0.920 -1.785 -2.013
H 0.420 -1.328 -0.916
H 0.214 1.703 -0.053
H -1.011 2.707 -0.436
O -0.594 1.920 -0.803
H 1.056 2.047 1.378
H 1.576 1.069 -0.001
O 1.130 1.261 0.830
H 2.325 -0.894 0.875
H 3.591 -0.286 0.144
O 2.983 -1.025 0.191
```

Values from the calculation:
molar mass	100.14	g mol⁻¹
charge	+1
energy relative to the best compared isomer or geometry (same formula, charge and spin)	249.9	kJ/mol
HOMO	-15.1	eV
HOMO-LUMO gap	11.8	eV
E_tot	-9925.85579	eV
LUMO energy	-3.29	eV

Record 2
The following is a quantum chemistry calculation of a molecular structure, C33H40N4P2STi, from the Open Molecules 2025 dataset.

XYZ file:
```
81
Properties=species:S:1:pos:R:3
Ti 0.219 1.461 -1.267
C 1.838 1.097 4.299
C 2.277 0.473 3.208
C 1.405 -0.317 2.235
C 0.159 0.491 1.921
C -0.968 0.383 2.952
C -1.003 -0.289 4.099
C 0.134 -0.720 4.984
C 1.073 0.455 5.419
C -1.241 3.149 -1.141
H 2.041 2.162 4.450
H 3.364 0.366 3.017
H 1.110 -1.329 2.556
H 2.065 -0.441 1.336
H 0.499 1.546 1.786
H -0.222 0.177 0.893
H -1.901 0.871 2.618
H -2.002 -0.555 4.491
H 0.732 -1.513 4.530
H -0.328 -1.173 5.879
H 0.489 1.206 5.973
H 1.782 0.032 6.152
H -1.493 3.582 -0.150
H -2.161 2.934 -1.709
H -0.697 3.964 -1.667
P -1.790 0.085 -1.645
P 1.723 -0.863 -1.423
N -3.124 -0.796 -0.715
N -2.826 0.021 -3.218
N 1.613 -2.816 -0.977
N 3.071 -1.285 -2.612
C -0.885 -1.466 -1.978
C 0.427 -1.096 -2.681
C -4.049 -0.162 0.102
C -5.046 -1.080 0.444
C -4.740 -2.309 -0.217
C -3.560 -2.102 -0.927
C -3.250 1.136 -3.927
C -3.927 0.715 -5.072
C -3.932 -0.708 -5.058
C -3.261 -1.108 -3.907
C 1.743 -3.391 0.277
C 1.364 -4.737 0.223
C 1.021 -5.023 -1.133
C 1.241 -3.844 -1.853
C 3.974 -2.351 -2.644
C 4.510 -2.463 -3.925
C 3.887 -1.450 -4.724
C 3.031 -0.748 -3.899
H -1.429 -2.157 -2.636
H -0.710 -2.012 -1.033
H 0.702 -1.883 -3.398
H 0.343 -0.151 -3.274
H -3.897 0.869 0.387
H -5.884 -0.906 1.097
H -5.286 -3.241 -0.182
H -2.999 -2.802 -1.528
H -3.010 2.126 -3.557
H -4.347 1.357 -5.837
H -4.348 -1.374 -5.804
H -3.048 -2.115 -3.559
H 2.148 -2.822 1.106
H 1.326 -5.417 1.060
H 0.652 -5.954 -1.546
H 1.171 -3.710 -2.926
H 4.192 -2.935 -1.757
H 5.251 -3.181 -4.255
H 4.037 -1.242 -5.776
H 2.369 0.086 -4.122
S 1.509 3.056 0.048
C 1.352 4.135 1.461
C 0.445 3.934 2.529
C 0.718 4.468 3.797
C 1.774 5.364 3.997
C 2.515 5.777 2.884
C 2.281 5.207 1.631
H -0.459 3.336 2.390
H 0.101 4.183 4.653
H 2.005 5.741 4.994
H 3.288 6.539 3.014
H 2.855 5.551 0.770
```

Values from the calculation:
molar mass	634.59	g mol⁻¹
2S+1	3
charge	0
HOMO (spin up / spin down)	-7.3 / -7.5	eV
HOMO-LUMO gap (spin up / spin down)	6.0 / 6.1	eV
E_tot	-93349.43836	eV
LUMO energy (spin up / spin down)	-1.26 / -1.45	eV

Record 3
The following is a quantum chemistry calculation of a molecular structure, C10H20BEuN6O4S2Se, from the Open Molecules 2025 dataset.

XYZ file:
```
45
Properties=species:S:1:pos:R:3
Eu -0.837 -0.257 -0.930
N 1.133 0.065 -2.820
C 1.174 1.410 -3.393
C -0.230 1.966 -3.536
N -0.870 2.126 -2.235
H 2.058 -0.333 -2.743
H 0.585 -0.563 -3.403
H 1.668 1.452 -4.372
H 1.749 2.049 -2.716
H -0.840 1.256 -4.100
H -0.181 2.889 -4.128
H -1.876 2.171 -2.327
H -0.535 2.933 -1.729
C -3.245 1.388 0.846
N -2.445 0.552 1.731
C -2.961 -0.420 2.567
C -1.923 -0.908 3.270
N -0.779 -0.242 2.880
B 0.593 -0.442 3.585
N 1.794 -0.688 2.588
C 3.043 -0.181 2.884
C 3.895 -0.536 1.904
N 3.144 -1.257 0.988
C 3.659 -1.851 -0.227
C 1.854 -1.364 1.420
S 0.623 -2.177 0.592
C -1.098 0.661 1.929
S -0.043 1.684 1.063
H -4.181 1.637 1.342
H -3.458 0.886 -0.097
H -2.680 2.297 0.661
H -3.998 -0.703 2.532
H -1.881 -1.704 3.991
H 0.902 0.567 4.207
H 0.464 -1.402 4.339
H 3.201 0.418 3.764
H 4.941 -0.333 1.755
H 4.624 -1.393 -0.440
H 2.965 -1.676 -1.045
H 3.777 -2.930 -0.125
O -2.659 -1.649 -0.493
Se -2.835 -1.459 -2.139
O -4.013 -2.370 -2.838
O -1.291 -1.753 -2.712
O -2.989 0.186 -2.291
```

Values from the calculation:
molar mass	594.18	g mol⁻¹
2S+1	8
charge	-1
energy relative to the best compared isomer or geometry (same formula, charge and spin)	47.7	kJ/mol
HOMO (spin up / spin down)	-3.2 / -4.9	eV
HOMO-LUMO gap (spin up / spin down)	5.6 / 7.4	eV
E_tot	-134851.84413	eV
LUMO energy (spin up / spin down)	2.47 / 2.47	eV

Record 4
The following is a quantum chemistry calculation of a molecular structure, C44H38N3PPb, from the Open Molecules 2025 dataset.

XYZ file:
```
87
Properties=species:S:1:pos:R:3
Pb 0.261 -0.327 0.394
C 3.826 4.886 3.761
C 2.755 5.161 2.926
C 2.280 4.192 2.061
C 2.885 2.940 2.012
C 3.980 2.683 2.830
C 4.436 3.646 3.709
P 2.095 1.622 1.002
C 3.050 0.195 1.663
C 4.081 -0.464 1.013
C 4.723 -1.519 1.642
C 4.349 -1.918 2.912
C 3.312 -1.268 3.564
C 2.668 -0.224 2.938
C 2.787 1.866 -0.672
C 3.950 2.587 -0.819
C 4.463 2.873 -2.089
C 3.775 2.470 -3.199
C 2.571 1.744 -3.088
C 1.842 1.376 -4.238
C 0.662 0.702 -4.116
C 0.193 0.323 -2.848
C 0.864 0.625 -1.684
C 2.061 1.391 -1.802
H 4.180 5.634 4.454
H 2.271 6.124 2.971
H 1.429 4.388 1.422
H 4.471 1.722 2.793
H 5.259 3.415 4.369
H 4.396 -0.147 0.030
H 5.532 -2.022 1.133
H 4.861 -2.733 3.402
H 3.012 -1.569 4.556
H 1.863 0.300 3.435
H 4.470 2.949 0.058
H 5.384 3.432 -2.179
H 4.137 2.712 -4.189
H 2.232 1.645 -5.212
H 0.085 0.436 -4.992
H -0.736 -0.227 -2.786
C -1.918 -7.047 1.467
C -2.182 -6.096 2.597
C -2.629 -6.569 3.820
C -2.864 -5.716 4.885
C -2.644 -4.360 4.726
C -2.196 -3.862 3.515
C -1.973 -4.717 2.438
N -1.496 -4.264 1.204
C -1.444 -2.966 0.720
N -2.513 -2.221 1.056
C -2.903 -0.871 0.904
C -2.022 0.155 0.544
C -2.557 1.438 0.445
C -3.880 1.713 0.739
C -4.714 0.687 1.143
C -4.249 -0.615 1.217
C -5.194 -1.709 1.636
N -0.501 -2.605 -0.091
C 0.672 -3.367 -0.185
C 1.390 -3.675 0.975
C 2.581 -4.371 0.910
C 3.073 -4.769 -0.321
C 2.392 -4.418 -1.474
C 1.195 -3.720 -1.434
C 0.485 -3.349 -2.698
H -2.268 -8.044 1.721
H -0.848 -7.113 1.258
H -2.426 -6.721 0.560
H -2.800 -7.629 3.941
H -3.211 -6.109 5.829
H -2.811 -3.682 5.550
H -1.998 -2.805 3.416
H -0.834 -4.885 0.758
H -3.235 -2.770 1.499
H -1.907 2.248 0.142
H -4.255 2.724 0.678
H -5.742 0.898 1.406
H -6.193 -1.304 1.785
H -4.885 -2.169 2.579
H -5.257 -2.481 0.868
H 1.022 -3.326 1.931
H 3.122 -4.595 1.817
H 3.987 -5.339 -0.393
H 2.793 -4.683 -2.441
H 1.017 -3.739 -3.564
H 0.412 -2.265 -2.776
H -0.526 -3.751 -2.701
```

Values from the calculation:
molar mass	846.98	g mol⁻¹
charge	0
HOMO	-6.7	eV
HOMO-LUMO gap	7.2	eV
E_tot	-65251.42926	eV
LUMO energy	0.55	eV

Record 5
The following is a quantum chemistry calculation of 2 unconnected molecules or ions with the total composition C4H3O2, from the Open Molecules 2025 dataset.

XYZ file:
```
9
Properties=species:S:1:pos:R:3
C 0.928 0.524 -0.195
C -1.395 -0.048 -0.122
C -0.299 0.215 0.790
C -0.185 -0.315 -0.781
O 2.011 -0.157 -0.024
O -0.461 -1.138 0.312
H 0.874 1.490 -0.463
H -4.155 -0.949 0.210
H 2.681 0.379 0.273
```

Values from the calculation:
molar mass	83.07	g mol⁻¹
charge	+1
energy relative to the best compared isomer or geometry (same formula, charge and spin)	1078.3	kJ/mol
HOMO (spin up / spin down)	-15.4 / -17.0	eV
HOMO-LUMO gap (spin up / spin down)	6.5 / 11.0	eV
E_tot	-8270.44084	eV
LUMO energy (spin up / spin down)	-8.91 / -5.99	eV

Record 6
The following is a quantum chemistry calculation of 2 unconnected molecules or ions with the total composition C7H10O2, from the Open Molecules 2025 dataset.

XYZ file:
```
19
Properties=species:S:1:pos:R:3
C -1.012 0.830 1.169
C -0.209 -0.421 0.736
C 1.042 -0.704 1.432
C 1.156 -0.388 -0.047
C 0.828 0.588 -1.201
C -0.301 -0.298 -2.000
C -1.178 -0.947 -1.238
H 1.072 1.469 1.330
H -1.609 0.456 1.920
H -1.769 1.293 0.514
H 1.258 -1.866 1.085
H 1.427 -0.223 2.339
H 1.555 -1.340 -0.480
H 1.588 0.852 -1.855
H -0.014 1.557 -1.095
H -0.499 0.221 -2.890
H -1.971 -1.530 -1.625
O -0.258 1.715 1.772
O -1.105 -1.263 0.135
```

Values from the calculation:
molar mass	126.15	g mol⁻¹
charge	0
energy relative to the best compared isomer or geometry (same formula, charge and spin)	833.1	kJ/mol
HOMO	-8.9	eV
HOMO-LUMO gap	9.0	eV
E_tot	-11507.22170	eV
LUMO energy	0.13	eV

Number 3 is which compound? C10H20BEuN6O4S2Se